# 1
Computed, not measured: C7H11BrHfNO4SeTe as an isolated structure at a distorted geometry, with ωB97M-V with the def2-TZVPD basis set.

Positions of all 27 atoms, in Å:
Se: 1.842 -2.709 -1.974
C: -1.585 -0.185 1.363
O: 1.409 -3.716 -0.747
Br: 1.276 -3.106 3.677
H: -0.566 4.569 -0.722
C: -0.774 -1.013 3.501
Te: -0.799 1.971 -1.531
H: -2.248 0.492 3.379
N: -0.799 -0.988 0.713
H: 1.862 2.187 -2.119
O: 1.374 -0.988 -1.531
O: 0.913 -3.211 -3.236
H: -2.761 -0.988 -1.531
O: 3.612 -2.985 -2.383
Hf: -0.799 -0.988 -1.531
H: 1.557 2.756 -0.405
C: 0.080 -1.885 1.395
H: -2.245 0.489 0.831
H: -1.837 4.428 -1.993
H: -0.112 4.430 -2.493
C: -0.817 4.107 -1.699
H: -0.756 -1.031 4.585
H: 1.615 1.004 -0.772
C: -1.590 -0.180 2.843
C: 0.111 -1.917 2.739
C: 1.314 1.993 -1.174
H: 0.721 -2.540 0.818

DFT total energy	-161090.850	eV
HOMO-LUMO gap	5.47	eV
max |F|	7.5	eV/A
total charge	+1
2S+1	1

# 2
Computed, not measured: an isolated ion of composition C7H11Cl2N4S and charge -1 at a distorted geometry, with ωB97M-V with the def2-TZVPD basis set.

Positions of all 25 atoms, in Å:
H: 3.676 1.429 -0.498
H: 4.447 -0.252 -0.116
S: -4.796 -0.832 -1.171
H: -0.445 0.843 -0.326
N: -4.622 1.757 -0.327
H: 2.696 -1.005 1.194
H: 0.166 -1.809 0.336
H: 1.800 0.097 -1.580
H: 2.329 -1.500 -1.207
C: 3.755 0.353 -0.765
C: -1.886 -0.406 0.157
N: -2.782 0.581 -0.164
H: -0.523 0.890 1.505
C: 2.405 -0.411 -0.988
C: 1.918 -0.367 0.517
C: -0.552 0.144 0.583
H: 0.344 -1.332 1.931
C: -4.123 0.522 -0.517
H: 4.248 0.295 -1.784
Cl: -2.497 -1.385 1.958
N: -2.530 1.851 0.270
Cl: -1.750 -1.651 -0.991
C: 0.516 -0.891 0.843
N: -3.633 2.510 0.179
H: 1.840 0.569 0.960

energy above the lowest of the compared OMol25 structures with the same formula, charge and spin	0.242	eV
DFT total energy	-49276.615	eV
SMILES	CCCCCC(Cl)(Cl)n1nnnc1[S-]
HOMO-LUMO gap	6.93	eV
max |F|	6.9	eV/A
total charge	-1
2S+1	1

Q: What is the DFT total energy in the second record?
A: -49276.615 eV